{
  "formula": "C59H45BrKN10O3P2",
  "method": "ωB97M-V with the def2-TZVPD basis set",
  "e_above_lowest_kj_mol": 156.2,
  "homo_lumo_gap_ev": 5.74,
  "total_energy_ha": -6905.36854,
  "fmax_ev_per_a": 1.6,
  "charge": -1,
  "species": ["K", "C", "C", "N", "C", "C", "N", "C", "C", "C", "C", "C", "N", "C", "C", "N", "C", "C", "N", "C", "C", "C", "N", "C", "C", "H", "H", "H", "H", "H", "H", "H", "H", "H", "H", "H", "H", "C", "N", "P", "C", "C", "C", "C", "C", "C", "C", "C", "C", "C", "C", "C", "P", "C", "C", "C", "C", "C", "C", "C", "C", "C", "C", "C", "C", "H", "H", "H", "H", "H", "H", "H", "H", "H", "H", "H", "H", "H", "H", "H", "H", "H", "H", "H", "H", "H", "H", "H", "Br", "C", "C", "C", "C", "C", "C", "N", "N", "C", "C", "C", "C", "O", "C", "N", "C", "C", "C", "C", "H", "H", "H", "H", "H", "H", "H", "H", "H", "O", "C", "O", "H"],
  "xyz": [[-0.45620, 0.42745, 0.41464], [1.11206, -3.34111, -2.62560], [1.50898, -2.47368, -1.61651], [1.58777, -1.16676, -1.81430], [1.24872, -0.70067, -3.01149], [0.84435, -1.57929, -4.01762], [0.79099, -2.89171, -3.83370], [1.27519, 0.76138, -3.24652], [1.49290, 1.26497, -4.52811], [1.32104, 2.62442, -4.76378], [0.94426, 3.41373, -3.68208], [0.88637, 2.84604, -2.41054], [1.05530, 1.54737, -2.20395], [0.60409, 3.67325, -1.21427], [0.74692, 5.06042, -1.20077], [0.39614, 5.79508, -0.15183], [-0.06750, 5.14661, 0.90983], [-0.13141, 3.75744, 0.93806], [0.19583, 3.03522, -0.12049], [1.55637, 3.20549, -6.10550], [1.51319, 2.43155, -7.26419], [1.79218, 3.02042, -8.48629], [2.08669, 4.30810, -8.63611], [2.10902, 5.05237, -7.53511], [1.86607, 4.55514, -6.26567], [1.04429, -4.41173, -2.47287], [1.79131, -2.82877, -0.63240], [0.52929, -1.22040, -4.99023], [1.82151, 0.60453, -5.31763], [0.67379, 4.45038, -3.82112], [1.16618, 5.60754, -2.03718], [-0.37854, 5.75377, 1.75123], [-0.43539, 3.20432, 1.82092], [1.24854, 1.38413, -7.22860], [1.77759, 2.43165, -9.39721], [2.33960, 6.10227, -7.68063], [1.93666, 5.21531, -5.41262], [-2.98111, -3.97573, -0.41139], [-2.70582, -2.76800, 0.37142], [-1.11888, -2.70089, 1.03191], [-1.12272, -4.34627, 1.90165], [-2.24784, -4.77252, 2.60608], [-2.19649, -5.91598, 3.38269], [-1.01708, -6.64902, 3.47106], [0.10364, -6.23666, 2.77001], [0.04654, -5.09177, 1.98355], [-1.34443, -1.86740, 2.66290], [-0.24036, -1.89882, 3.51391], [-0.33418, -1.43590, 4.81281], [-1.53418, -0.90934, 5.27196], [-2.62917, -0.85374, 4.42723], [-2.53983, -1.34283, 3.13094], [-3.10733, -1.04993, -0.08405], [-4.87679, -1.17272, 0.45408], [-5.36426, -0.27470, 1.40067], [-6.65277, -0.39476, 1.90197], [-7.48130, -1.41287, 1.45482], [-7.01397, -2.30423, 0.49917], [-5.72262, -2.18661, 0.00729], [-3.36352, -1.28534, -1.89570], [-4.49524, -0.80478, -2.55044], [-4.62570, -0.92845, -3.92567], [-3.63382, -1.54814, -4.66982], [-2.50414, -2.03543, -4.02894], [-2.36596, -1.88786, -2.65709], [-3.78137, -4.56411, 0.05093], [-2.09772, -4.62005, -0.47116], [-3.27704, -3.74239, -1.43300], [-3.15687, -4.18383, 2.55129], [-3.07035, -6.23411, 3.93844], [-0.97351, -7.53489, 4.09261], [1.02517, -6.80177, 2.84180], [0.92364, -4.76384, 1.43536], [0.69909, -2.30798, 3.15307], [0.52874, -1.47241, 5.46453], [-1.61003, -0.54176, 6.28835], [-3.56979, -0.44631, 4.77937], [-3.40760, -1.32617, 2.49313], [-4.72250, 0.53404, 1.72878], [-7.01409, 0.30819, 2.64320], [-8.48977, -1.50576, 1.83926], [-7.66132, -3.09151, 0.13090], [-5.37697, -2.88710, -0.74056], [-5.26295, -0.30191, -1.97936], [-5.50886, -0.54139, -4.42046], [-3.73492, -1.64578, -5.74411], [-1.73262, -2.53609, -4.59902], [-1.46787, -2.23972, -2.15767], [7.34946, 4.66439, -0.06238], [6.80203, 3.69484, 1.48691], [7.68948, 2.81962, 2.08912], [7.30021, 2.13458, 3.22516], [6.01666, 2.29568, 3.76517], [5.13385, 3.17651, 3.11464], [5.52554, 3.87963, 1.99192], [5.74723, 1.75722, 5.01641], [4.60263, 1.43390, 5.43567], [3.51013, 1.20367, 4.64824], [2.27154, 1.38537, 5.28944], [1.08094, 1.37305, 4.61450], [0.99741, 1.08829, 3.21963], [-0.07725, 1.12438, 2.58092], [2.26459, 0.71741, 2.56784], [2.17899, 0.27213, 1.30033], [3.27400, -0.12268, 0.68816], [4.52284, -0.16946, 1.31697], [4.62633, 0.26535, 2.61309], [3.49345, 0.77745, 3.27240], [8.67868, 2.67683, 1.67572], [7.98613, 1.44906, 3.70710], [4.13869, 3.31777, 3.51590], [4.84183, 4.56158, 1.50456], [2.30394, 1.63399, 6.34431], [0.14978, 1.58534, 5.12370], [3.14901, -0.45663, -0.33365], [5.38334, -0.56623, 0.79406], [5.57008, 0.18886, 3.13288], [-1.64146, 0.91314, -1.53111], [-2.61407, 1.56111, -1.11950], [-3.62660, 1.12989, -0.50634], [-2.61473, 2.66506, -1.31024]]
}

{
  "formula": "C43H48ClCsIN7O9S",
  "method": "ωB97M-V with the def2-TZVPD basis set",
  "e_above_lowest_kj_mol": 0.0,
  "homo_lumo_gap_ev": 5.65,
  "total_energy_ha": -3903.94218,
  "fmax_ev_per_a": 2.9,
  "charge": -2,
  "species": ["Cs", "C", "C", "N", "C", "C", "C", "C", "C", "C", "C", "N", "C", "C", "N", "N", "H", "H", "H", "H", "H", "H", "H", "H", "H", "H", "H", "H", "H", "H", "H", "H", "H", "H", "C", "C", "N", "C", "C", "C", "O", "C", "C", "N", "C", "C", "C", "C", "C", "C", "I", "C", "O", "H", "H", "H", "H", "H", "H", "H", "H", "H", "H", "H", "H", "Cl", "C", "C", "C", "C", "O", "C", "C", "O", "C", "H", "H", "H", "H", "C", "C", "S", "O", "C", "C", "H", "H", "H", "H", "H", "H", "H", "H", "H", "H", "O", "C", "O", "C", "C", "C", "C", "C", "C", "N", "O", "O", "H", "H", "H", "H"],
  "xyz": [[0.11892, -0.63588, -0.35649], [3.67584, 1.14554, 1.34441], [3.61064, 2.00999, 0.03543], [2.28638, 1.99668, -0.58354], [2.20632, 2.19877, -2.05141], [2.43255, 0.90993, -2.81616], [1.75790, 0.72797, -4.02195], [1.90888, -0.47220, -4.68946], [2.66203, -1.46398, -4.15425], [3.16140, -1.22915, -2.85331], [3.91198, -2.31249, -2.08894], [3.33302, -2.67180, -0.85950], [4.00975, -2.51881, 0.38568], [4.36764, -1.08590, 0.60380], [3.35118, -0.23812, 1.13207], [3.11508, -0.05182, -2.23080], [2.99572, 1.54579, 2.13988], [4.72692, 1.23442, 1.74492], [4.41923, 1.69530, -0.65330], [3.85926, 3.05625, 0.26383], [1.65745, 2.71259, -0.12150], [2.92673, 2.96203, -2.40430], [1.21762, 2.55839, -2.34568], [1.11154, 1.48359, -4.46168], [1.36469, -0.56659, -5.64101], [2.73037, -2.48170, -4.57076], [4.93980, -1.96766, -1.97524], [3.85439, -3.16727, -2.80427], [2.44630, -3.22346, -0.80964], [4.93867, -3.14507, 0.39187], [3.35228, -2.88143, 1.20191], [4.79292, -0.72677, -0.35788], [5.25209, -1.14646, 1.26178], [2.78236, -0.64635, 1.89486], [-1.47682, 4.58906, -2.34602], [-2.67530, 3.71271, -2.40200], [-3.87692, 4.25062, -2.43021], [-4.90106, 3.39246, -2.34745], [-4.79754, 2.03243, -2.57156], [-6.00647, 1.17458, -2.32624], [-5.79359, -0.14889, -2.74803], [-3.52315, 1.47948, -2.80931], [-3.38183, 0.33432, -3.69510], [-2.47128, -0.54171, -3.79424], [-2.35506, -1.47511, -4.73658], [-2.28320, -1.19887, -6.12143], [-2.12796, -2.18214, -7.05072], [-1.80356, -3.52375, -6.63275], [-1.81129, -3.82917, -5.27175], [-2.11704, -2.82645, -4.33284], [-2.45757, -3.26669, -2.25551], [-2.41212, 2.23331, -2.33840], [-1.26225, 1.86576, -1.99041], [-1.79690, 5.64370, -2.39950], [-0.80157, 4.41260, -3.21405], [-0.85509, 4.40374, -1.45426], [-5.90890, 3.80155, -2.24204], [-6.82853, 1.70935, -2.86429], [-6.23348, 1.19987, -1.20873], [-6.47258, -0.73645, -2.32421], [-4.31945, 0.19048, -4.30618], [-2.41258, -0.17070, -6.47985], [-2.25421, -1.92831, -8.09223], [-1.55474, -4.29316, -7.34429], [-1.61063, -4.84356, -4.92532], [-3.27776, -1.85878, 6.67246], [-2.61843, -0.91929, 5.45227], [-3.49464, -0.22359, 4.52204], [-2.93393, 0.25664, 3.37430], [-1.57549, 0.04956, 2.93793], [-1.21456, 0.27789, 1.74994], [-0.71292, -0.54559, 3.98132], [0.66758, -0.69684, 3.65395], [1.24074, -0.06757, 2.74760], [-1.26371, -1.03431, 5.14947], [-4.57825, -0.15739, 4.68702], [-3.61078, 0.68710, 2.65887], [1.22922, -1.44074, 4.20541], [-0.67844, -1.67098, 5.81964], [-0.51933, 6.85679, 1.60588], [0.59934, 6.29690, 2.39854], [0.43913, 4.47305, 2.36564], [1.43727, 4.17700, 1.23562], [1.24407, 3.93904, 3.93989], [2.50081, 4.79818, 4.19111], [-0.54523, 7.95170, 1.56058], [-1.49289, 6.50758, 2.01154], [-0.44725, 6.51937, 0.55318], [0.46067, 6.64150, 3.46115], [1.55863, 6.51650, 1.93025], [1.42388, 2.83570, 3.88628], [0.55364, 4.11159, 4.79586], [3.13566, 4.83289, 3.29951], [3.00563, 4.50652, 5.08057], [2.15980, 5.82138, 4.41867], [0.59626, -2.76135, 1.46654], [0.61047, -3.93330, 1.06116], [1.03963, -4.37899, -0.02144], [0.19095, -4.99669, 2.04727], [0.44753, -6.36791, 1.79959], [0.27489, -7.28882, 2.81629], [-0.08687, -6.99858, 4.12055], [-0.39944, -5.62965, 4.33272], [-0.21278, -4.65180, 3.34399], [-0.76479, -5.16720, 5.70499], [-1.13665, -4.00000, 5.83092], [-0.65039, -5.96455, 6.66291], [0.78344, -6.71696, 0.85216], [0.48642, -8.33763, 2.55801], [-0.12197, -7.70428, 4.96658], [-0.44429, -3.60957, 3.61742]]
}

{
  "formula": "C12H15N3",
  "method": "ωB97M-V with the def2-TZVPD basis set",
  "e_above_lowest_kj_mol": 16.3,
  "homo_lumo_gap_ev": 8.77,
  "total_energy_ha": -630.49571,
  "fmax_ev_per_a": 1.1,
  "charge": 0,
  "species": ["C", "C", "C", "N", "C", "H", "H", "H", "H", "H", "C", "C", "C", "N", "C", "H", "H", "H", "H", "H", "C", "C", "C", "N", "C", "H", "H", "H", "H", "H"],
  "xyz": [[-22.48463, -18.84220, -23.62616], [-23.75727, -19.37638, -23.98065], [-23.65206, -20.74264, -23.97155], [-22.35405, -21.06149, -23.64245], [-21.65686, -19.90972, -23.42283], [-22.23615, -17.79695, -23.56701], [-24.69578, -18.87579, -24.15372], [-24.33523, -21.54110, -24.20962], [-21.93621, -21.96841, -23.69435], [-20.58980, -19.96037, -23.27152], [-14.22958, -23.15468, -24.81403], [-14.62712, -23.55288, -23.52293], [-13.85937, -22.89006, -22.59930], [-13.04723, -22.04157, -23.31251], [-13.25220, -22.19044, -24.65185], [-14.58353, -23.57363, -25.74055], [-15.31319, -24.35501, -23.29688], [-13.79711, -22.91248, -21.52647], [-12.45286, -21.34598, -22.89993], [-12.64656, -21.71623, -25.40457], [-17.51452, -19.67299, -22.68673], [-18.08027, -19.26363, -23.91073], [-17.29847, -19.77746, -24.92115], [-16.27008, -20.46112, -24.34323], [-16.41965, -20.45310, -22.98942], [-17.81890, -19.36839, -21.69906], [-18.91360, -18.59576, -24.05697], [-17.29698, -19.54034, -25.97198], [-15.51802, -20.93145, -24.81809], [-15.72558, -20.93519, -22.32551]]
}

{
  "formula": "C20H26N4O3W",
  "method": "ωB97M-V with the def2-TZVPD basis set",
  "e_above_lowest_kj_mol": 895.8,
  "homo_lumo_gap_ev": [7.24, 3.78],
  "spin_multiplicity": 3,
  "total_energy_ha": -1287.49273,
  "fmax_ev_per_a": 12.0,
  "charge": 4,
  "species": ["N", "C", "C", "H", "H", "H", "N", "C", "C", "H", "H", "H", "N", "C", "C", "H", "H", "H", "W", "C", "O", "C", "O", "C", "C", "C", "C", "C", "C", "H", "H", "H", "H", "H", "H", "O", "C", "C", "C", "C", "C", "C", "N", "H", "H", "H", "H", "H", "H", "H", "H", "H", "H", "H"],
  "xyz": [[0.48105, -1.67120, -1.21298], [1.40221, -1.82186, -1.86027], [2.67463, -2.25389, -2.40459], [3.32480, -1.38789, -2.44104], [2.58537, -2.70553, -3.39517], [3.14036, -2.98936, -1.74830], [-3.63769, -0.67714, -0.34394], [-4.59195, -1.32026, -0.30234], [-5.74554, -2.09741, 0.16813], [-6.16342, -2.74835, -0.60031], [-6.51217, -1.42182, 0.55003], [-5.42780, -2.71737, 1.00500], [-1.65643, 2.71191, 1.14049], [-0.95207, 3.64677, 1.18921], [0.20309, 4.60610, 1.11105], [0.38374, 5.06263, 2.12586], [-0.08401, 5.44327, 0.39768], [1.13496, 3.98496, 0.94823], [-2.33002, 0.48406, -3.29003], [-1.99751, 0.20274, 2.47963], [-2.04039, 0.74943, 3.46705], [-0.96364, -2.24922, 0.97284], [-0.34353, -3.15700, 0.66977], [-2.02084, 0.21142, -5.26923], [-1.01809, 1.07664, -4.69537], [-1.45026, 2.18719, -3.78438], [-2.85131, 2.37271, -3.43139], [-3.89951, 1.43112, -4.03743], [-3.48494, 0.40360, -4.93345], [-1.70472, -0.64988, -5.86441], [0.03371, 0.89226, -4.83620], [-0.65969, 2.69203, -3.26859], [-3.17544, 2.99380, -2.61813], [-4.89884, 1.44999, -3.60300], [-4.18358, -0.37819, -5.26288], [1.56618, 0.49883, 0.40077], [2.09429, 0.23431, 1.47743], [1.38153, -0.52872, 2.59071], [2.03227, -1.88108, 2.86913], [3.21184, -1.77029, 3.84116], [4.41531, -1.02896, 3.26774], [4.13986, 0.44128, 2.94661], [3.38252, 0.62329, 1.71809], [1.38182, 0.09818, 3.49750], [0.34180, -0.65186, 2.26998], [1.27861, -2.55796, 3.29621], [2.35878, -2.34253, 1.92336], [2.87679, -1.26356, 4.75614], [3.52874, -2.78200, 4.12119], [5.22927, -1.05618, 4.00098], [4.77399, -1.53898, 2.36431], [3.60710, 0.90413, 3.79272], [5.09461, 0.96408, 2.81034], [3.73420, 1.28177, 1.03407]]
}